Entry 1:
C21H40BBrI3O9P2Tb | ωB97M-V/def2-TZVPD

Element x y z (Å)
C 3.087163 1.596760 4.577169
C 1.767623 1.747101 3.567658
C 2.115733 1.555278 1.982858
P 1.455235 -0.027989 1.150725
I 1.926779 -1.559342 3.088233
C 3.334729 -0.384190 0.782304
C 3.897801 0.459527 -0.523061
B 1.237085 -1.753905 0.259822
O 1.611498 -2.052197 -1.129354
O 0.685222 -2.829683 1.105435
C 0.854189 -4.162343 0.508509
C 0.561915 -5.275192 1.706866
O -0.213561 0.120449 1.634318
C -1.124668 0.956574 0.769631
C -1.246136 2.263653 1.810834
C -2.713237 2.948772 1.929707
O -3.340684 2.842487 3.290876
C -4.791391 2.627638 3.179976
O -5.636428 3.477689 3.785119
C -2.450065 0.008929 0.870099
I -2.623511 -0.532241 3.037308
C -2.505260 -1.374058 0.061169
C -2.764804 -2.765988 0.934684
I -4.334239 -1.308011 -1.229840
C -0.292868 1.262661 -0.566089
C -0.490666 0.505111 -2.000420
C -1.851514 0.917619 -2.837991
C -2.082516 -0.305003 -3.939576
C -1.124259 -0.123243 -5.298741
O -1.342765 -1.069220 -6.254757
O -0.185791 0.996997 -5.444711
C 1.218506 0.589066 -5.342798
C 1.485444 -0.906595 -4.736284
P -0.164350 3.046541 -1.350493
O 0.866911 4.102583 -0.430362
Br -2.236943 4.084264 -1.322883
O 1.158867 0.958729 -0.299694
H 2.837504 1.937229 5.677844
H 3.867479 2.403488 4.169743
H 3.624419 0.563279 4.495493
H 1.454108 2.893878 3.699633
H 0.826768 1.145870 3.952456
H 3.256408 1.776342 1.845838
H 1.570729 2.455330 1.418480
H 3.524151 -1.532928 0.512330
H 4.012271 -0.240531 1.756793
H 3.807725 1.630325 -0.395706
H 5.010211 0.129714 -0.686110
H 3.307291 0.083993 -1.490160
H 0.853262 -2.422822 -1.670794
H -0.009259 -4.317993 -0.296624
H 1.925714 -4.346885 0.073307
H 0.930449 -4.856256 2.737394
H -0.619610 -5.405831 1.811221
H 1.053971 -6.322302 1.469267
H -0.485097 3.128278 1.526657
H -0.921931 1.969506 2.922846
H -3.476613 2.694275 1.063438
H -2.551435 4.129585 1.815162
H -5.179351 1.726417 2.541256
H -3.479306 0.575399 0.657375
H -1.622623 -1.649362 -0.642453
H -1.860258 -3.085936 1.602128
H -2.816386 -3.610030 0.086375
H -3.814157 -2.815189 1.449144
H -0.348797 -0.641480 -2.030036
H 0.396066 0.934610 -2.682684
H -1.687128 1.891282 -3.510082
H -2.784552 1.146530 -2.175853
H -1.806650 -1.373693 -3.486094
H -3.194292 -0.380665 -4.306093
H 1.810244 0.726554 -6.370106
H 1.738717 1.359933 -4.596238
H 1.228296 -1.772989 -5.510200
H 0.943533 -1.147822 -3.728343
H 2.656565 -0.982471 -4.526733
H 0.308949 4.923648 -0.246617
Tb 1.963572 -3.959505 3.740495

Forces on atoms 1 to 2 (eV/Å):
C 0.2 1.2 -1.0
C 0.2 1.5 1.0

* 2S+1: 7
* Kohn-Sham gap (alpha / beta): 3.8 / 6.6 eV
* charge: +2
* calculated total energy: -176853.7260 eV

The molecule's Mulliken atomic charges, reported in e, are given here: -0.924, -0.347, 0.435, -1.513, -0.214, -0.600, -0.720, 1.712, -0.358, -0.136, -0.380, -1.270, -0.351, 1.824, -0.201, -0.923, -0.275, 0.236, -0.473, -1.062, 0.077, -0.026, -1.207, 0.114, 0.788, 0.175, -0.396, -0.414, 0.367, -0.533, -0.323, -0.275, -0.612, 0.424, -0.436, -0.074, -0.751, 0.350, 0.297, 0.177, 0.359, 0.091, 0.520, -0.221, 0.180, 0.471, 0.205, 0.409, -0.010, 0.279, 0.275, 0.339, -0.029, 0.365, 0.379, 0.380, 0.066, 0.389, 0.263, 0.269, 0.615, 0.018, 0.129, 0.434, 0.448, -1.158, 0.190, 0.493, 0.310, 0.126, 0.368, 0.321, 0.187, 0.370, 0.028, 0.300, 0.419, 1.236

***

Entry 2:
C21H40BrGeN3O5Ti | ωB97M-V/def2-TZVPD

Element x y z (Å)
Ti 0.163105 -0.445952 0.028808
C 0.053317 -0.033706 4.347184
C 0.708089 -0.867826 3.256116
C 2.190699 -1.078468 3.532308
C 0.011674 -2.208980 3.101348
O 0.550049 -0.148522 2.001749
Ge 1.404262 1.584102 1.699795
O 1.745609 0.747663 -0.117937
C 3.111514 0.704301 -0.633424
C 3.044997 0.176965 -2.059620
C 3.955887 -0.206569 0.247725
C 3.666547 2.120646 -0.633774
O -0.231364 2.075178 0.973259
C -0.524304 3.472110 0.760421
C -1.860636 3.529908 0.031281
C -0.630282 4.166483 2.113805
C 0.556920 4.118462 -0.098536
H 0.137892 -0.532600 5.312786
H 0.536727 0.942674 4.432729
H -1.004305 0.123791 4.129495
H 2.323809 -1.671831 4.437353
H 2.656778 -1.609973 2.701387
H 2.707824 -0.128116 3.679947
H 0.037934 -2.752574 4.045739
H -1.033639 -2.083417 2.812150
H 0.510610 -2.818696 2.346657
H 2.674480 -0.847938 -2.072871
H 2.407561 0.817198 -2.673764
H 4.040286 0.175758 -2.504521
H 3.536974 -1.211380 0.274250
H 4.973939 -0.262993 -0.139553
H 4.010441 0.184590 1.266632
H 3.041485 2.781723 -1.235462
H 3.740263 2.524507 0.377466
H 4.670880 2.117043 -1.057976
H -2.651499 3.078818 0.636411
H -2.150036 4.560483 -0.173545
H -1.791071 3.002344 -0.923500
H -1.383358 3.674968 2.731276
H 0.325502 4.137382 2.642033
H -0.909719 5.213907 1.992920
H 0.660359 3.584575 -1.045352
H 0.306996 5.158223 -0.311746
H 1.524969 4.112215 0.409617
N -0.353484 -0.167020 -2.119923
C -1.658070 -0.650295 -2.639392
C -2.830478 -0.005348 -1.917828
C -3.039444 -0.469982 -0.485164
N -1.957837 -0.018108 0.417254
H -0.263321 0.827144 -2.321656
H 0.400701 -0.612054 -2.639163
H -1.686427 -1.731802 -2.505327
H -1.729447 -0.442846 -3.708345
H -3.736620 -0.242175 -2.477959
H -2.734467 1.085755 -1.950033
H -3.064945 -1.558590 -0.449496
H -3.999925 -0.100072 -0.121586
H -2.111631 -0.405002 1.346241
H -1.966538 0.992749 0.543572
Br -1.747010 -7.742127 -0.676578
C -0.334453 -6.506631 -0.826845
C 0.933063 -6.944654 -1.201467
N 1.971008 -6.125817 -1.327416
C 1.782012 -4.835380 -1.080413
C 0.551616 -4.312244 -0.700635
C -0.535602 -5.168216 -0.569940
C 0.400192 -2.870019 -0.434232
O 1.380823 -2.072989 -0.524214
O -0.719098 -2.367705 -0.103515
H 1.105015 -7.993988 -1.409400
H 2.640762 -4.182888 -1.183439
H -1.503463 -4.787675 -0.272668

Forces on atoms 1 to 2 (eV/Å):
Ti -0.1 0.2 0.1
C 0.0 0.0 0.0

* 2S+1: 2
* Kohn-Sham gap (alpha / beta): 8.7 / 9.2 eV
* charge: +1
* calculated total energy: -186809.3926 eV

The molecule's Mulliken atomic charges, reported in e, are given here: 0.252, -1.623, 1.295, -1.430, -1.525, 0.143, -0.662, 0.754, 1.587, -1.492, -1.344, -1.592, 0.214, 1.441, -1.747, -1.720, -1.380, 0.459, 0.352, 0.330, 0.519, 0.221, 0.331, 0.575, 0.287, 0.278, 0.026, 0.302, 0.571, -0.007, 0.605, 0.258, 0.309, 0.330, 0.498, 0.400, 0.488, 0.246, 0.365, 0.344, 0.449, 0.188, 0.547, 0.344, 0.023, -0.640, -0.667, -0.561, -0.176, 0.292, 0.315, 0.262, 0.524, 0.438, 0.127, 0.334, 0.477, 0.197, -0.137, -0.144, -0.118, -0.200, -0.605, -0.427, 0.074, -0.419, 1.013, -0.573, -0.680, 0.398, 0.571, 0.512